(1)
The following is a quantum chemistry calculation of a cluster of 2 separate species, C3H6ClP in total at a distorted geometry, from the OMol25 dataset.

Calculated values
Spin multiplicity = 3
HOMO (alpha / beta) = -7.75 / -9.46 eV
DFT total energy = -25013.6741 eV
Energy above the lowest of the compared OMol25 structures with the same formula, charge and spin = 43.48 kcal/mol
Orbital gap (alpha / beta) = 7.1 / 5.9 eV

XYZ file:
```
11
Properties=species:S:1:pos:R:3:lowdin_spin:R:1
C 0.8042 -0.4270 -0.3302 0.679
C -1.5792 0.2269 0.3225 0.019
C -0.2878 0.5383 -0.3450 0.078
P 1.2418 -1.9736 0.2713 0.432
Cl 2.9531 0.8534 -0.4533 0.704
H -1.9771 -0.6290 -0.2585 0.000
H -2.1582 1.0932 0.2092 0.002
H -1.4706 0.0850 1.3993 0.001
H -0.5380 0.6219 -1.3886 0.004
H 0.4418 1.3237 -0.0823 0.020
H 2.5699 -1.7127 0.6556 0.060
```

(2)
The following is a quantum chemistry calculation of a cluster of 10 separate species, C45H52F40N2O11 in total at a distorted geometry, from the OMol25 dataset.

Calculated values
SMILES = FC(F)C(F)(F)COC(F)(F)C(F)F.FC(F)C(F)(F)COC(F)(F)C(F)F.FC(F)C(F)(F)COC(F)(F)C(F)F.FC(F)C(F)(F)COC(F)(F)C(F)F.FC(F)C(F)(F)COC(F)(F)C(F)F.O=C1CCCO1.O=C1CCCO1.O=C1CCCO1.CCCC#N.CCCC#N
HOMO = -10.00 eV
DFT total energy = -181706.1145 eV
Orbital gap = 9.9 eV

XYZ file:
```
150
Properties=species:S:1:pos:R:3:mulliken_charge:R:1
F -22.1031 -4.1774 0.6131 -0.213
C -23.1691 -3.4095 0.3571 0.147
F -24.2549 -4.0853 0.0045 -0.274
C -23.4178 -2.2827 1.3255 1.050
F -23.5048 -2.6902 2.5558 -0.272
F -24.5288 -1.5390 1.0425 -0.315
C -22.2949 -1.1947 1.2657 -0.934
O -21.0839 -1.8297 1.6155 -0.301
C -19.8550 -1.1293 1.6597 0.783
F -19.7055 -0.4160 0.5152 -0.305
F -19.8864 -0.3288 2.6580 -0.285
C -18.7305 -2.1902 1.7988 0.238
F -17.5655 -1.7333 2.2943 -0.256
F -19.1550 -3.2033 2.5962 -0.241
H -22.8992 -2.8837 -0.5588 0.218
H -22.5689 -0.3632 1.9151 0.378
H -22.2412 -0.7336 0.2795 0.349
H -18.5333 -2.6644 0.8374 0.233
F -4.4996 1.1078 -0.7850 -0.276
C -5.1429 2.3487 -0.6137 0.183
F -5.0743 3.0927 -1.7128 -0.270
C -6.5596 2.2112 0.0517 0.946
F -7.3650 1.6769 -0.8662 -0.321
F -7.0079 3.4107 0.3451 -0.281
C -6.5003 1.3299 1.2322 -0.752
O -5.5609 1.9223 2.1182 -0.408
C -5.8337 1.8651 3.5662 0.824
F -7.0631 2.3437 3.7588 -0.260
F -5.7609 0.5518 3.9359 -0.277
C -4.8083 2.6467 4.4162 0.170
F -5.1494 2.5613 5.7278 -0.254
F -3.5074 2.2600 4.2908 -0.232
H -4.6050 2.9761 0.0970 0.235
H -6.2039 0.3116 0.9804 0.322
H -7.4684 1.2600 1.7281 0.428
H -4.7992 3.7163 4.2064 0.223
F -5.2532 -7.6699 -6.1836 -0.246
C -4.1348 -8.0391 -5.5439 0.200
F -3.2838 -6.9944 -5.4959 -0.278
C -4.3148 -8.6281 -4.0922 0.989
F -4.6416 -7.6170 -3.3132 -0.303
F -3.1620 -9.1476 -3.6741 -0.282
C -5.4026 -9.7262 -4.0398 -0.842
O -5.2541 -10.6196 -5.1487 -0.369
C -5.6915 -11.9543 -4.9593 0.816
F -5.2991 -12.4876 -3.7490 -0.278
F -7.0415 -11.9005 -4.9550 -0.275
C -5.0815 -12.7350 -6.1894 0.243
F -3.7513 -12.6469 -6.3024 -0.233
F -5.4492 -14.0412 -6.1224 -0.252
H -3.6345 -8.7059 -6.2462 0.207
H -6.3750 -9.2564 -4.1875 0.342
H -5.3991 -10.1659 -3.0424 0.377
H -5.3519 -12.3284 -7.1639 0.184
F -19.6607 -5.0619 -6.0315 -0.254
C -19.8630 -6.3586 -5.9747 0.264
F -21.1253 -6.6166 -5.5441 -0.273
C -19.4867 -7.0829 -7.2794 0.912
F -18.4158 -6.5143 -7.7429 -0.273
F -20.4031 -6.9480 -8.2815 -0.317
C -19.1045 -8.6055 -7.1339 -0.756
O -17.9371 -8.7362 -6.3181 -0.406
C -17.9956 -9.7846 -5.3276 0.892
F -19.0537 -9.4976 -4.5936 -0.269
F -18.2938 -10.9270 -5.9797 -0.281
C -16.6681 -9.8111 -4.4546 0.189
F -16.6611 -10.8033 -3.5713 -0.246
F -15.5282 -9.8054 -5.1714 -0.232
H -19.2253 -6.7334 -5.1740 0.128
H -18.8370 -8.9871 -8.1193 0.352
H -20.0131 -9.0722 -6.7534 0.373
H -16.6084 -8.8640 -3.9183 0.197
F -12.4035 -8.5196 4.0320 -0.270
C -13.2676 -9.5372 4.0276 0.111
F -14.2120 -9.1204 3.1533 -0.287
C -12.7072 -10.9385 3.7859 1.082
F -12.1371 -10.9934 2.5983 -0.316
F -13.7350 -11.7460 3.7847 -0.275
C -11.7121 -11.3582 4.8277 -0.918
O -12.3314 -11.5687 6.1313 -0.432
C -11.9102 -10.7911 7.2963 0.952
F -10.6291 -10.8553 7.3140 -0.269
F -12.2586 -9.4904 7.0965 -0.284
C -12.5326 -11.2454 8.6026 0.132
F -12.3352 -12.5483 8.9395 -0.243
F -12.1406 -10.4317 9.5754 -0.239
H -13.7594 -9.4896 4.9991 0.216
H -10.8004 -10.7608 4.8312 0.383
H -11.2333 -12.3050 4.5777 0.441
H -13.6192 -11.1607 8.6186 0.217
O -15.2650 -0.8428 -14.4037 -0.597
C -14.4390 -0.8538 -13.4849 0.552
C -14.3086 -1.8235 -12.3300 -0.374
C -12.9423 -1.5089 -11.6755 -0.400
C -12.4575 -0.2018 -12.3459 -0.321
O -13.4665 0.0678 -13.3126 -0.359
H -15.0986 -1.7240 -11.5856 0.253
H -14.3078 -2.8533 -12.6874 0.245
H -13.0600 -1.3526 -10.6032 0.242
H -12.2007 -2.2861 -11.8603 0.266
H -12.4676 0.6196 -11.6295 0.251
H -11.4769 -0.3402 -12.8012 0.241
O -13.9365 -4.5952 -2.8756 -0.635
C -12.8378 -4.1336 -3.2129 0.541
C -11.6220 -3.7844 -2.2808 -0.392
C -10.5183 -3.9156 -3.2606 -0.408
C -11.1676 -3.5729 -4.5985 -0.466
O -12.5220 -3.9361 -4.4765 -0.306
H -11.7307 -2.7261 -2.0434 0.249
H -11.6366 -4.3964 -1.3790 0.289
H -9.6903 -3.2607 -2.9894 0.301
H -10.1575 -4.9408 -3.3442 0.251
H -11.1971 -2.5115 -4.8450 0.259
H -10.6854 -3.9502 -5.5003 0.315
O -18.2999 1.3403 -9.1202 -0.552
C -17.6549 1.6698 -8.1482 0.503
C -18.0961 1.9192 -6.6740 -0.377
C -16.7981 1.7976 -5.9077 -0.489
C -15.7220 2.1130 -6.9671 -0.402
O -16.2558 1.7917 -8.2457 -0.352
H -18.3981 2.9593 -6.5512 0.236
H -18.8706 1.2234 -6.3513 0.304
H -16.6533 2.5678 -5.1501 0.285
H -16.6522 0.8539 -5.3822 0.286
H -15.4604 3.1654 -7.0768 0.281
H -14.8226 1.5262 -6.7803 0.276
C -11.4235 -8.3689 -9.4034 -1.118
C -10.5882 -9.5465 -9.9817 -0.446
C -9.1382 -9.2034 -10.1625 -0.325
C -8.7401 -8.1641 -11.0912 0.242
N -8.3531 -7.3490 -11.7687 -0.411
H -10.8820 -8.1631 -8.4800 0.285
H -12.4055 -8.6903 -9.0563 0.324
H -11.4535 -7.4507 -9.9899 0.340
H -11.0911 -9.7869 -10.9184 0.310
H -10.6603 -10.4010 -9.3089 0.304
H -8.6713 -10.1052 -10.5586 0.248
H -8.6780 -9.0150 -9.1925 0.249
C -13.2384 7.6324 -0.2694 -1.043
C -12.5752 7.2369 1.0573 -0.451
C -13.2675 6.0505 1.7108 -0.377
C -13.1957 4.7841 0.9563 0.210
N -13.0984 3.7510 0.4111 -0.450
H -13.2194 6.6898 -0.8166 0.328
H -12.5941 8.4144 -0.6711 0.298
H -14.2277 8.0760 -0.1567 0.302
H -12.4481 8.0590 1.7617 0.353
H -11.5566 6.9703 0.7755 0.272
H -14.2981 6.1562 2.0498 0.305
H -12.7007 5.7601 2.5954 0.255
```